1.
A cluster of 5 separate species, C35H38F33N4O5 in total, computed with ωB97M-V with the def2-TZVPD basis set.

As for the total charge: +1. The molar mass is 1221.65 g mol⁻¹.

Each line ends with the Löwdin charge.
Atoms and positions in Å:
C 5.85410 -1.55506 -2.60781  -0.0918
C 4.72244 -1.39844 -3.63578  -0.2229
C 4.00036 -0.06661 -3.52596  -0.2151
N 4.82045 1.06335 -4.06174  0.0654
C 5.20750 1.97838 -3.08974  -0.1732
C 6.45686 2.24700 -2.59615  -0.1689
F 7.62078 1.76839 -2.99775  0.1606
N 6.36208 3.18328 -1.58968  0.0496
C 7.42915 3.81708 -0.78259  -0.0667
C 8.59301 2.89501 -0.39421  -0.2307
N 8.68156 2.71914 1.06556  0.0051
C 5.06323 3.49320 -1.46423  0.0213
N 4.35350 2.78500 -2.33248  0.0695
C 2.89506 2.78607 -2.48269  -0.1189
O 2.40622 3.80991 -1.68576  -0.0321
C 1.20950 3.50360 -1.03343  -0.2667
C 0.07620 3.21847 -1.77593  -0.0091
C -1.10248 2.91449 -1.11443  -0.0757
C -1.13825 2.90064 0.27642  -0.0783
C 0.00494 3.20067 1.00228  -0.0568
C 1.19076 3.50502 0.35062  0.0039
H 6.81943 -1.26161 -3.01971  0.0689
H 5.92989 -2.58857 -2.27492  0.0732
H 5.66406 -0.94318 -1.72022  0.0666
H 3.97983 -2.18513 -3.48201  0.1095
H 5.12287 -1.48566 -4.64576  0.1128
H 3.03707 -0.07973 -4.03605  0.1118
H 3.78993 0.13178 -2.46907  0.1011
H 4.33026 1.53319 -4.81248  0.1306
H 7.76684 4.70270 -1.31765  0.1374
H 6.93665 4.15294 0.13041  0.1238
H 9.51484 3.36840 -0.73480  0.1155
H 8.52272 1.93097 -0.89069  0.1025
H 8.89490 1.75713 1.29303  0.0724
H 7.79941 2.91618 1.52062  0.0570
H 4.65606 4.20767 -0.76935  0.1711
H 2.67871 2.93436 -3.54509  0.1559
H 2.51092 1.80872 -2.17513  0.1374
H 0.11157 3.24362 -2.85878  0.1267
H -1.99894 2.68403 -1.67842  0.1149
H -2.04861 2.66850 0.81177  0.1044
H -0.01426 3.18724 2.08478  0.1028
H 2.09132 3.74425 0.90084  0.1187
C -0.88792 -2.21949 0.22532  -0.0405
C 0.25955 -1.50530 -0.49947  -0.4376
C 0.16551 -1.36249 -2.02084  -0.2902
F 0.17849 -2.55524 -2.63354  0.1118
F 1.26688 -0.67125 -2.43478  0.0634
F 1.44757 -2.05200 -0.17312  0.1391
F 0.25425 -0.21407 -0.04165  0.0899
O -0.67041 -3.57064 0.56222  0.0558
C -1.01951 -4.59200 -0.27853  -0.5492
C 0.19551 -5.46278 -0.62281  -0.2690
F 1.14312 -4.72401 -1.23373  0.1013
F -0.20075 -6.43444 -1.47902  0.0920
F -1.62771 -4.14776 -1.39219  0.1550
F -1.88703 -5.38753 0.37318  0.1583
H -0.96627 -1.70832 1.18383  0.1517
H -1.83323 -2.07392 -0.29844  0.1514
H -0.72909 -0.80630 -2.30956  0.1752
H 0.60995 -5.91643 0.27818  0.1804
C -3.41003 6.46275 1.51151  -0.0385
C -4.26980 5.38875 0.82204  -0.4294
C -4.04459 5.18710 -0.67824  -0.3108
F -4.34484 6.29548 -1.37903  0.1047
F -4.84332 4.18161 -1.11002  0.0958
F -5.57277 5.60234 1.07358  0.1496
F -3.94274 4.17136 1.36156  0.0823
O -4.04047 7.70816 1.72798  0.0563
C -3.98837 8.72190 0.81602  -0.5483
C -5.38923 9.14142 0.35113  -0.2857
F -6.01261 8.10274 -0.23692  0.1032
F -5.25924 10.13400 -0.55446  0.1039
F -3.19367 8.42967 -0.22894  0.1486
F -3.45503 9.80013 1.43575  0.1438
H -3.19396 6.09918 2.51235  0.1251
H -2.44737 6.57832 1.00999  0.1485
H -3.00451 4.90936 -0.86866  0.1482
H -5.97693 9.49076 1.20151  0.1770
C -2.55127 -11.45774 -3.77388  -0.0395
C -1.54521 -12.42470 -3.13562  -0.4441
C -2.00160 -13.21137 -1.90284  -0.3087
F -2.28632 -12.37596 -0.88433  0.0968
F -0.99717 -14.02712 -1.51677  0.1020
F -0.38636 -11.78934 -2.87188  0.1394
F -1.29936 -13.37843 -4.08263  0.1006
O -2.41022 -10.09024 -3.44350  0.0534
C -3.06895 -9.52214 -2.39339  -0.5475
C -2.08968 -8.89204 -1.39744  -0.2895
F -1.26387 -9.83044 -0.89071  0.1035
F -2.79238 -8.35088 -0.37527  0.0983
F -3.90877 -10.37640 -1.78663  0.1557
F -3.81463 -8.50132 -2.88114  0.1416
H -2.33311 -11.50049 -4.83960  0.1497
H -3.57478 -11.80683 -3.63698  0.1482
H -2.88182 -13.81619 -2.13551  0.1735
H -1.49716 -8.11794 -1.87946  0.1499
C -2.79329 1.18142 6.98108  -0.0309
C -3.65558 1.92075 8.01307  -0.4462
C -5.12819 2.15747 7.66273  -0.3080
F -5.22882 2.93706 6.56588  0.0953
F -5.71954 2.79098 8.69435  0.1094
F -3.07124 3.08533 8.35544  0.1422
F -3.68162 1.11572 9.11382  0.1066
O -1.97344 1.99148 6.15386  0.0558
C -2.39135 2.46748 4.95425  -0.5498
C -2.33412 3.99978 4.90386  -0.2711
F -3.13968 4.54289 5.82583  0.1212
F -2.76196 4.39337 3.67357  0.0665
F -3.59833 2.01132 4.59473  0.1618
F -1.50591 2.03968 4.00756  0.1169
H -2.08647 0.60366 7.57348  0.1505
H -3.38650 0.47593 6.39965  0.1483
H -5.64085 1.20887 7.48319  0.1744
H -1.31233 4.34894 5.06319  0.1772

***

2.
A cluster of 2 separate species, C35H38N4OSi in total, computed with ωB97M-V with the def2-TZVPD basis set.

The molar mass is 558.80 g mol⁻¹.

Each line ends with the Löwdin charge.
Atoms and positions in Å:
C 3.84691 3.01004 2.75467  -0.1456
Si 3.46700 1.36968 3.53454  0.4011
C 4.92307 0.21647 3.45579  -0.1506
C 2.93404 1.61570 5.29940  -0.1369
O 2.27092 0.66999 2.61335  -0.1636
C 0.88992 0.46571 2.85050  -0.3429
C 0.71282 -0.72602 3.82619  -0.1419
C 1.76824 -1.62925 3.97150  -0.0413
C 1.68529 -2.66304 4.90929  -0.0579
C 0.51979 -2.84282 5.64988  -0.0803
C -0.57089 -2.00477 5.43094  -0.0629
C -0.49484 -0.96807 4.49124  -0.0531
C 0.26627 1.80866 3.25675  -0.1811
C -0.23496 2.02777 4.54067  -0.0477
C -0.80642 3.26609 4.84881  -0.0644
C -0.78249 4.30769 3.92581  -0.0767
C -0.18109 4.11229 2.67836  -0.0649
C 0.36067 2.86816 2.34871  -0.0591
C 0.33633 0.01660 1.47069  -0.1455
C 0.96097 -1.29666 0.94781  -0.0872
C -0.05936 -2.39387 1.18393  -0.1313
C -1.40760 -1.68130 1.36722  -0.1369
N -1.10471 -0.28717 1.54783  0.0305
C -2.06915 0.60188 1.75113  0.0118
C -3.43819 0.30062 1.89183  -0.0510
C -4.26316 -0.57346 1.20930  0.0243
C -5.57038 -0.85137 1.75741  -0.2134
C -6.57774 -1.39362 0.92712  -0.0206
C -7.87457 -1.56145 1.38930  -0.0715
C -8.21236 -1.20208 2.70820  -0.0678
C -7.21814 -0.69820 3.56475  -0.0772
C -5.91053 -0.52757 3.10862  -0.0268
H 4.60362 3.51609 3.37047  0.0406
H 4.24662 2.86687 1.74224  0.0428
H 2.95789 3.64969 2.69007  0.0240
H 5.74108 0.70441 4.00413  0.0395
H 4.72720 -0.75797 3.92128  0.0297
H 5.24125 0.04936 2.41887  0.0436
H 3.85153 1.80341 5.87632  0.0429
H 2.27363 2.48418 5.41151  0.0341
H 2.43311 0.73829 5.72778  0.0399
H 2.67880 -1.51454 3.38065  0.1014
H 2.55240 -3.31119 5.03846  0.1105
H 0.46118 -3.64206 6.39135  0.1070
H -1.49500 -2.13195 5.99467  0.1069
H -1.36772 -0.34148 4.29311  0.1116
H -0.15964 1.23994 5.29260  0.1123
H -1.26373 3.39407 5.83154  0.1094
H -1.22046 5.27690 4.17371  0.1075
H -0.12282 4.91919 1.94876  0.1105
H 0.85311 2.71479 1.38140  0.1293
H 0.49917 0.81970 0.73279  0.1570
H 1.07514 -1.14974 -0.13570  0.1303
H 1.95629 -1.49306 1.35801  0.1129
H -0.16985 -3.02446 0.29913  0.0858
H 0.16504 -3.01262 2.05677  0.1084
H -1.96060 -1.83430 0.43710  0.0654
H -2.01637 -2.11854 2.16710  0.1410
H -1.76934 1.63694 1.93734  0.1359
H -3.90057 0.95390 2.63595  0.1137
H -4.07154 -0.95224 0.20015  0.1098
H -6.30004 -1.62683 -0.10381  0.1241
H -8.63524 -1.97501 0.71580  0.1112
H -9.23108 -1.33443 3.06585  0.1036
H -7.47617 -0.44503 4.60049  0.1076
H -5.15896 -0.13071 3.78998  0.1024
C -2.84292 -1.84051 -5.65186  -0.1272
C -3.11654 -1.32117 -4.38458  -0.0636
C -2.47742 -1.92646 -3.29005  -0.2848
C -1.49103 -2.94460 -3.50271  -0.3055
C -1.21781 -3.46479 -4.76879  -0.0526
C -1.92622 -2.90924 -5.83782  -0.1231
N -1.00356 -3.30357 -2.27592  0.0119
N -1.69568 -2.58997 -1.37454  -0.1424
N -2.61093 -1.76796 -1.91325  -0.0009
H -3.34139 -1.41137 -6.52175  0.0854
H -3.76799 -0.47182 -4.16906  0.0939
H -0.49983 -4.28077 -4.85114  0.0995
H -1.78457 -3.29340 -6.85657  0.0892

***

Record-wise highest occupied orbital energy values, in eV: -12.21 -6.63
Record-wise orbital gap values, in eV: 9.580 4.966
Record-wise max |F| values, in eV Å⁻¹: 0.803 2.737